Formula: C4H6O2
Source: the OMol25 dataset
Level of theory: wB97M-V/def2-TZVPD

Values from the calculation:
relative energy (zero: lowest compared OMol25 entry of this formula, charge and spin)	117.7	kcal per mole
charge	0
HOMO (spin up / spin down)	-9.32 / -9.31	eV
frontier orbital gap (spin up / spin down)	8.38 / 8.37	eV

XYZ file:
```
12
Properties=species:S:1:pos:R:3:forces:R:3
H -1.420547 -0.308778 1.284274 0.49 -0.63 0.41
H 1.671870 0.274649 1.800611 -0.07 -0.07 -0.12
O -0.382048 1.344709 0.535521 -0.62 -0.37 0.10
H -0.969833 0.489680 -1.299969 0.24 -0.21 -1.19
C 1.657342 -0.040933 0.734978 0.15 -0.25 -0.18
C -0.433566 -0.322609 -0.794369 -0.01 0.06 -0.21
C -1.482035 -0.369208 0.221136 0.19 0.32 0.18
H -0.271432 -1.150601 -1.490558 0.07 -0.12 0.32
O 2.479595 -0.806466 0.288273 -0.41 0.31 0.25
H -2.446812 -0.744259 -0.171380 0.12 0.89 0.31
H 1.146879 1.102641 -0.949042 -0.11 0.29 0.34
C 0.583428 0.601362 -0.140216 -0.05 -0.21 -0.20
```
Forces are in eV/Å.